{
  "formula": "C24H48NO12PS5",
  "method": "ωB97M-V/def2-TZVPD",
  "elements": ["C", "C", "O", "N", "P", "C", "C", "O", "H", "H", "H", "H", "H", "H", "H", "H", "C", "C", "C", "S", "O", "O", "C", "H", "H", "H", "H", "H", "H", "H", "H", "C", "C", "C", "S", "O", "O", "C", "H", "H", "H", "H", "H", "H", "H", "H", "C", "C", "C", "S", "O", "O", "C", "H", "H", "H", "H", "H", "H", "H", "H", "C", "C", "C", "S", "O", "O", "C", "H", "H", "H", "H", "H", "H", "H", "H", "C", "C", "C", "S", "O", "O", "C", "H", "H", "H", "H", "H", "H", "H", "H"],
  "xyz": [[3.10, 0.72, 3.88], [2.31, 1.73, 3.15], [2.47, 1.99, 2.02], [1.32, 2.43, 3.94], [1.66, 4.13, 4.13], [-0.02, 2.20, 3.49], [-0.69, 0.96, 3.92], [-0.58, 2.97, 2.79], [3.30, 1.11, 4.84], [2.50, -0.15, 4.01], [4.01, 0.53, 3.36], [1.50, 4.18, 5.52], [3.06, 4.06, 4.12], [-0.66, 0.25, 3.14], [-1.68, 1.18, 4.22], [-0.18, 0.54, 4.77], [3.16, -3.62, 7.46], [3.77, -3.20, 8.80], [3.81, -1.66, 8.82], [2.45, -1.12, 7.76], [3.01, -0.44, 6.61], [1.44, -0.49, 8.57], [1.92, -2.75, 7.26], [2.90, -4.68, 7.45], [3.87, -3.44, 6.65], [3.14, -3.56, 9.62], [4.76, -3.62, 8.94], [3.66, -1.25, 9.81], [4.73, -1.28, 8.39], [1.57, -2.71, 6.24], [1.11, -3.04, 7.92], [-5.59, -1.10, 4.79], [-5.54, -2.64, 4.79], [-4.27, -3.06, 4.05], [-3.09, -1.72, 4.27], [-2.83, -1.13, 2.98], [-2.02, -2.15, 5.12], [-4.19, -0.64, 5.19], [-6.34, -0.72, 5.47], [-5.83, -0.74, 3.79], [-5.51, -3.00, 5.82], [-6.43, -3.07, 4.33], [-3.83, -3.97, 4.45], [-4.44, -3.17, 2.98], [-3.98, 0.39, 4.93], [-4.00, -0.82, 6.25], [1.94, 0.41, -1.13], [2.03, -0.41, -2.43], [2.72, -1.74, -2.09], [2.35, -2.06, -0.36], [3.57, -2.01, 0.40], [1.46, -3.19, -0.25], [1.43, -0.55, -0.07], [1.28, 1.27, -1.24], [2.93, 0.78, -0.86], [1.02, -0.61, -2.81], [2.57, 0.11, -3.21], [2.35, -2.57, -2.68], [3.80, -1.67, -2.18], [1.62, -0.21, 0.95], [0.38, -0.78, -0.20], [1.45, 2.64, -7.03], [1.52, 1.81, -8.33], [2.21, 0.49, -7.99], [1.87, 0.17, -6.26], [3.10, 0.22, -5.52], [0.98, -0.96, -6.13], [0.96, 1.68, -5.95], [0.79, 3.50, -7.13], [2.44, 3.01, -6.77], [0.51, 1.61, -8.68], [2.05, 2.34, -9.12], [1.83, -0.34, -8.58], [3.29, 0.55, -8.10], [1.15, 2.02, -4.94], [-0.10, 1.45, -6.08], [-3.97, 1.62, -7.18], [-4.18, 2.97, -7.89], [-3.18, 3.04, -9.05], [-2.89, 1.33, -9.55], [-1.51, 1.01, -9.28], [-3.46, 1.09, -10.85], [-3.91, 0.58, -8.29], [-4.77, 1.41, -6.48], [-3.03, 1.64, -6.63], [-5.20, 3.03, -8.27], [-4.04, 3.81, -7.21], [-3.57, 3.58, -9.91], [-2.23, 3.46, -8.75], [-3.45, -0.36, -7.98], [-4.88, 0.40, -8.73]],
  "mulliken_charge": [-1.178, 0.379, -0.517, 0.280, -0.095, 0.228, -0.694, -0.518, 0.510, 0.172, 0.467, 0.041, 0.060, 0.358, 0.123, 0.420, -0.616, -0.585, -0.702, 1.094, -0.552, -0.701, -0.658, 0.359, 0.302, 0.292, 0.327, 0.327, 0.349, 0.398, 0.343, -0.645, -0.623, -0.709, 1.238, -0.637, -0.678, -0.690, 0.373, 0.302, 0.299, 0.321, 0.345, 0.349, 0.365, 0.414, -0.762, -0.170, -0.839, 1.219, -0.668, -0.699, -0.035, 0.426, 0.298, 0.200, 0.135, 0.404, 0.405, -0.315, 0.366, -0.809, 0.050, -0.845, 1.206, -0.688, -0.709, -0.351, 0.391, 0.359, -0.179, 0.385, 0.403, 0.357, 0.427, 0.086, -0.334, -0.654, -0.574, 1.026, -0.621, -0.693, -0.753, 0.346, 0.089, 0.308, 0.346, 0.356, 0.296, 0.409, 0.368],
  "largest_force_ev_per_a": 2.819,
  "homo_lumo_gap_ev": 8.90,
  "total_energy_ev": -115189.2056,
  "smiles": "CC(=O)N(P)C(C)=O.O=S1(=O)CCCC1.O=S1(=O)CCCC1.O=S1(=O)CCCC1.O=S1(=O)CCCC1.O=S1(=O)CCCC1"
}